1.
Formula: C18H39N2O11S2
Source: the OMol25 dataset
Level of theory: ωB97M-V/def2-TZVPD

* energy above the lowest of the compared OMol25 structures with the same formula, charge and spin: 151.6 kcal per mole
* LUMO: 2.3478 eV
* gap between HOMO and LUMO: 0.31732 Eh

ORCA input file:
```
! RIJCOSX wB97M-V def2-TZVPD def2/J DEFGRID3
* xyz -1 1
C 2.25 -4.40 2.19
C 2.40 -3.17 1.11
C 2.42 -1.67 1.75
C 1.12 -1.30 2.68
C 1.49 0.03 3.62
S -0.48 -1.02 1.67
O -1.25 0.09 2.44
O -0.02 -0.53 0.25
N -1.31 -2.56 1.64
S -2.77 -2.49 0.68
O -2.45 -2.95 -0.79
O -3.38 -1.05 0.58
O -4.03 -3.52 1.23
C -3.78 -3.74 2.69
N -3.74 -4.36 3.85
H 1.77 -4.10 3.21
H 1.66 -5.28 1.65
H 3.34 -4.83 2.40
H 3.47 -3.32 0.59
H 1.62 -3.29 0.21
H 2.57 -0.89 0.86
H 3.42 -1.59 2.39
H 0.84 -2.15 3.46
H 0.58 0.26 4.35
H 2.39 -0.28 4.32
H 1.78 0.98 2.99
C -2.09 7.11 0.66
O -2.39 5.88 1.32
C -2.36 6.01 2.74
C -3.12 4.86 3.40
O -4.54 5.06 3.40
C -5.19 4.86 2.14
C -5.31 3.38 1.76
O -4.08 2.91 1.19
C -4.02 1.50 1.16
H -1.10 7.46 0.94
H -2.12 6.93 -0.41
H -2.85 7.86 0.91
H -2.80 6.97 3.05
H -1.31 5.99 3.05
H -2.83 4.83 4.46
H -2.85 3.89 2.97
H -4.72 5.45 1.35
H -6.20 5.26 2.27
H -6.09 3.26 1.01
H -5.56 2.79 2.65
H -4.05 1.09 2.17
H -3.06 1.21 0.70
H -4.83 1.09 0.56
C 0.60 -1.39 -2.45
O 1.47 -1.91 -3.44
C 1.41 -1.16 -4.65
C 2.65 -1.42 -5.51
O 3.79 -0.66 -5.08
C 4.43 -1.12 -3.89
C 5.25 -2.39 -4.11
O 4.41 -3.54 -4.09
C 5.04 -4.68 -4.64
H -0.44 -1.42 -2.80
H 0.69 -2.02 -1.55
H 0.89 -0.37 -2.18
H 1.33 -0.09 -4.44
H 0.52 -1.48 -5.20
H 2.44 -1.07 -6.53
H 2.89 -2.48 -5.57
H 3.71 -1.23 -3.07
H 5.12 -0.32 -3.60
H 5.98 -2.50 -3.30
H 5.78 -2.33 -5.07
H 5.30 -4.51 -5.69
H 4.35 -5.53 -4.59
H 5.94 -4.93 -4.07
*
```


2.
Formula: C18H39NO6
Source: the OMol25 dataset
Level of theory: ωB97M-V/def2-TZVPD

* LUMO: 0.5688 eV
* gap between HOMO and LUMO: 0.37276 Eh

ORCA input file:
```
! RIJCOSX wB97M-V def2-TZVPD def2/J DEFGRID3
* xyz 0 1
H 1.19 4.18 -0.75
N 0.26 3.77 -0.83
C 0.23 2.62 -0.32
C -1.04 1.82 -0.38
C 1.41 1.96 0.37
C 1.50 2.27 1.85
C 1.41 3.73 2.29
O 0.77 3.63 3.57
C -0.05 2.55 3.52
O -0.98 2.35 4.22
O 0.37 1.70 2.55
H -1.29 1.43 0.61
H -0.91 0.98 -1.06
H -1.85 2.45 -0.74
H 1.34 0.88 0.28
H 2.34 2.25 -0.11
H 2.39 1.81 2.27
H 0.77 4.32 1.63
H 2.37 4.21 2.42
C 4.55 -1.93 1.90
C 3.39 -1.36 1.11
O 3.71 -0.21 0.35
C 4.71 -0.38 -0.65
C 4.35 -1.42 -1.70
H 4.97 -1.18 2.57
H 4.21 -2.77 2.50
H 5.35 -2.30 1.25
H 2.61 -1.03 1.80
H 2.95 -2.13 0.47
H 5.68 -0.61 -0.19
H 4.80 0.60 -1.12
H 4.27 -2.42 -1.28
H 5.13 -1.45 -2.46
H 3.41 -1.17 -2.18
C -6.77 4.07 -1.87
C -5.73 2.97 -1.79
O -4.54 3.34 -1.12
C -4.68 3.74 0.23
C -5.26 2.67 1.14
H -6.36 4.96 -2.35
H -7.63 3.73 -2.45
H -7.14 4.36 -0.88
H -5.41 2.70 -2.79
H -6.17 2.07 -1.33
H -5.27 4.66 0.31
H -3.67 3.99 0.55
H -6.28 2.41 0.87
H -5.26 3.02 2.17
H -4.65 1.76 1.09
C -0.03 -6.66 -2.10
C 1.31 -6.39 -1.44
O 1.79 -5.06 -1.62
C 0.96 -4.03 -1.10
C 0.73 -4.11 0.40
H 0.01 -6.43 -3.17
H -0.29 -7.71 -1.98
H -0.83 -6.07 -1.66
H 2.08 -7.02 -1.89
H 1.27 -6.65 -0.38
H 0.00 -4.00 -1.63
H 1.49 -3.11 -1.34
H 0.17 -5.00 0.69
H 0.16 -3.25 0.73
H 1.69 -4.12 0.93
*
```


3.
Formula: C18H40B2INO12S3Si2
Source: the OMol25 dataset
Level of theory: ωB97M-V/def2-TZVPD

* energy above the lowest of the compared OMol25 structures with the same formula, charge and spin: 0.0 kcal per mole
* LUMO: 0.2754 eV
* gap between HOMO and LUMO: 0.32593 Eh

ORCA input file:
```
! RIJCOSX wB97M-V def2-TZVPD def2/J DEFGRID3
* xyz 0 1
C 0.81 2.04 2.03
C -0.40 1.47 2.17
Si -1.23 0.47 0.85
I -0.22 1.10 -1.32
C -3.04 0.93 0.74
B -4.04 -0.10 1.36
O -4.11 -1.40 0.93
O -4.91 0.35 2.36
O -1.17 -1.14 1.15
Si 0.22 -1.87 1.72
O -0.03 -3.48 1.47
C 0.49 -1.68 3.57
C -0.51 -2.50 4.35
N -0.34 -3.72 4.67
C 1.76 -1.40 0.75
B 1.84 -1.96 -0.72
O 0.82 -2.66 -1.34
O 2.99 -1.74 -1.49
H 1.03 2.66 1.16
H 1.60 1.87 2.76
H -0.93 1.57 3.12
H -3.20 1.95 1.09
H -3.25 0.93 -0.33
H -5.00 -1.74 0.94
H -5.79 0.04 2.16
H 0.84 -3.90 1.54
H 1.50 -2.01 3.79
H 0.42 -0.64 3.90
H -1.45 -2.04 4.63
H 0.56 -4.06 4.33
H 2.58 -1.88 1.30
H 1.92 -0.32 0.76
H 0.03 -2.11 -1.40
H 2.73 -1.12 -2.18
C 3.99 5.06 -3.22
C 4.40 3.66 -2.72
C 3.98 3.57 -1.25
S 2.56 4.66 -1.06
O 2.93 5.74 -0.18
O 1.38 3.88 -0.83
C 2.56 5.27 -2.74
H 4.07 5.13 -4.31
H 4.65 5.81 -2.79
H 3.88 2.90 -3.30
H 5.47 3.49 -2.83
H 3.68 2.56 -0.97
H 4.76 3.92 -0.58
H 2.25 6.31 -2.75
H 1.86 4.67 -3.31
C 4.41 -7.59 0.02
C 4.07 -6.40 -0.89
C 2.69 -5.89 -0.47
S 2.51 -6.29 1.27
O 1.45 -7.25 1.42
O 2.54 -5.07 2.05
C 4.08 -7.14 1.44
H 5.46 -7.88 -0.06
H 3.80 -8.45 -0.25
H 4.82 -5.61 -0.75
H 4.08 -6.68 -1.94
H 2.60 -4.81 -0.60
H 1.89 -6.39 -1.01
H 3.97 -7.96 2.15
H 4.81 -6.42 1.81
C -6.27 4.72 -0.42
C -6.60 5.10 -1.86
C -5.54 4.45 -2.76
S -4.99 2.97 -1.90
O -3.61 3.14 -1.54
O -5.45 1.80 -2.59
C -5.99 3.22 -0.43
H -7.08 4.97 0.26
H -5.38 5.26 -0.08
H -7.59 4.72 -2.12
H -6.62 6.18 -2.00
H -5.95 4.16 -3.73
H -4.68 5.09 -2.90
H -5.45 2.87 0.44
H -6.91 2.65 -0.56
*
```


4.
Formula: C18H40BN2O6
Source: the OMol25 dataset
Level of theory: ωB97M-V/def2-TZVPD

* LUMO (spin up / spin down): 0.1307 / 0.1279 eV
* gap between HOMO and LUMO (spin up / spin down): 0.31094 / 0.34881 Eh
* ⟨S²⟩: 0.755

ORCA input file:
```
! RIJCOSX wB97M-V def2-TZVPD def2/J DEFGRID3
* xyz 0 2
C 1.94 0.35 0.37
C 0.61 1.05 1.03
C 0.75 0.83 2.68
C -0.70 0.16 0.57
C -1.52 0.72 -0.71
C -2.93 1.46 -0.47
C -3.58 1.42 1.02
O -4.27 0.10 1.16
C -3.99 -0.51 2.47
O -3.96 0.13 3.65
B -1.79 -0.55 -1.78
N -2.05 -1.98 -1.35
O -1.79 -0.15 -3.22
C -0.52 1.76 -1.52
C 0.14 2.94 -0.59
C 1.58 3.34 -1.33
C -0.74 4.36 -0.62
N 0.49 2.53 0.82
O -0.26 3.15 1.76
H 1.92 -0.83 0.53
H 2.05 0.55 -0.79
H 2.91 0.72 0.92
H 1.57 1.61 3.05
H 1.16 -0.28 2.84
H -0.27 0.94 3.24
H -1.31 -0.06 1.54
H -0.25 -0.90 0.25
H -2.90 2.60 -0.82
H -3.73 0.95 -1.21
H -2.80 1.64 1.86
H -4.45 2.23 1.08
H -3.83 -1.68 2.50
H -2.60 -2.47 -2.11
H -1.10 -2.45 -1.40
H -1.76 -1.01 -3.73
H -1.13 2.29 -2.39
H 0.32 1.11 -2.01
H 2.50 2.78 -0.88
H 1.49 3.25 -2.51
H 1.77 4.50 -1.13
H -0.09 5.29 -0.32
H -1.03 4.52 -1.77
H -1.76 4.29 -0.04
C -2.97 -6.37 -0.09
C -2.29 -5.56 1.01
C -3.15 -5.51 2.27
O -2.05 -4.24 0.54
H -3.93 -5.91 -0.37
H -2.35 -6.39 -0.99
H -3.16 -7.40 0.24
H -1.32 -6.01 1.25
H -4.11 -5.02 2.07
H -2.65 -4.91 3.04
H -3.34 -6.51 2.66
H -2.91 -3.83 0.33
C 6.16 1.34 0.22
C 5.31 1.24 -1.04
C 6.18 1.10 -2.28
O 4.50 2.41 -1.15
H 6.81 2.21 0.19
H 5.52 1.45 1.11
H 6.77 0.44 0.35
H 4.63 0.38 -0.96
H 6.83 1.97 -2.40
H 5.55 1.04 -3.18
H 6.80 0.20 -2.23
H 5.10 3.18 -1.22
*
```